# 1
{
  "formula": "C4H12NO3S",
  "method": "ωB97M-V/def2-TZVPD",
  "elements": ["C", "N", "C", "C", "S", "C", "O", "H", "H", "H", "H", "H", "H", "H", "H", "H", "H", "O", "H", "H", "O"],
  "coordinates": [[2.117152, -0.604151, -2.213296], [1.614940, 0.672572, -1.743475], [0.669358, 0.620660, -0.556028], [1.231272, -0.136120, 0.631588], [0.084869, -0.046894, 2.072714], [-0.643736, -0.009888, -0.986409], [-1.497776, 0.562014, -1.622143], [1.945300, -1.446769, -1.521022], [3.161213, -0.583070, -2.529280], [1.563403, -0.957750, -3.090225], [2.382807, 1.162425, -1.299508], [0.452682, 1.668533, -0.334718], [2.159369, 0.222907, 1.073049], [1.332393, -1.174144, 0.316841], [-0.858627, -1.036256, -0.655733], [-0.829854, -2.157325, 1.600828], [0.174713, -3.176436, 0.875755], [-0.726524, -2.987141, 1.098633], [-2.264395, 2.985414, 0.116599], [-2.131922, 1.729310, 1.048501], [-2.714824, 2.460777, 0.768440]],
  "forces_ev_per_a": [[-0.773, -1.228, -0.362], [-0.006, 0.504, 1.009], [0.573, -0.130, -0.851], [-0.906, -0.041, 0.916], [-0.407, 0.105, -0.266], [-0.680, 0.039, 0.250], [0.296, 0.241, -0.196], [0.532, 0.342, 0.125], [0.017, 0.199, 0.289], [-0.095, 0.393, -0.211], [0.282, 0.095, -0.424], [0.043, -0.105, 0.180], [0.339, 0.148, -0.792], [0.238, -0.124, 0.210], [0.380, -0.256, 0.068], [0.942, 0.313, -0.097], [0.634, 0.481, 0.274], [-1.493, -0.877, -0.244], [0.519, -0.097, -0.356], [0.075, 0.406, -0.283], [-0.509, -0.407, 0.760]],
  "relative_energy_kcal_mol": 33.32,
  "charge": -1,
  "homo_lumo_gap_ev": 7.03
}

# 2
{
  "formula": "C17H28N3O4S",
  "method": "ωB97M-V/def2-TZVPD",
  "elements": ["C", "H", "H", "H", "O", "C", "C", "N", "H", "C", "H", "H", "C", "O", "N", "C", "C", "C", "C", "C", "C", "H", "S", "O", "O", "N", "C", "C", "C", "C", "C", "H", "H", "H", "H", "H", "H", "H", "H", "H", "H", "C", "H", "H", "H", "H", "H", "H", "H", "H", "H", "H", "H"],
  "coordinates": [[-2.853779, 4.593781, -1.521775], [-2.985198, 3.633216, -2.012570], [-2.440633, 5.315586, -2.231417], [-3.818011, 4.958871, -1.154900], [-1.958875, 4.363426, -0.452046], [-1.649312, 5.509812, 0.302942], [-0.506141, 5.105522, 1.234357], [-0.879268, 3.829324, 1.876189], [-1.119274, 3.134692, 1.055120], [0.176561, 3.079021, 2.564124], [1.106978, 3.647487, 2.593182], [-0.111622, 2.812709, 3.581707], [0.351956, 1.796753, 1.693792], [-0.416536, 1.690034, 0.750613], [1.310776, 0.960356, 2.068841], [1.718508, -0.222400, 1.401992], [2.523150, -1.125212, 2.090890], [2.970861, -2.263475, 1.453743], [2.642066, -2.545651, 0.124489], [1.832364, -1.630193, -0.539607], [1.378780, -0.482206, 0.084015], [0.789670, 0.206532, -0.497078], [1.288101, -1.750308, -2.274826], [1.057751, -0.400195, -2.695300], [2.214133, -2.555640, -3.009017], [-0.166217, -2.518654, -2.286662], [-0.208563, -3.938418, -2.035330], [-0.573619, -4.247816, -0.582034], [-1.886980, -3.555149, -0.223616], [-1.755241, -2.051547, -0.458126], [-1.353013, -1.790014, -1.911005], [-1.145084, -0.735184, -2.089037], [-2.164953, -2.103533, -2.576792], [-2.701243, -1.549318, -0.252007], [-0.997303, -1.641576, 0.213549], [-2.144508, -3.753769, 0.818298], [-2.688721, -3.950949, -0.850019], [-0.665844, -5.326799, -0.454279], [0.213580, -3.887430, 0.084018], [0.768712, -4.337314, -2.305156], [-0.958845, -4.378454, -2.701679], [3.169693, -3.787980, -0.510023], [2.523920, -4.634912, -0.276392], [3.214691, -3.677044, -1.588882], [4.160979, -4.014353, -0.124206], [3.602743, -2.954343, 1.990924], [2.805981, -0.932146, 3.115566], [1.824530, 1.157409, 2.918786], [-1.720559, 3.955864, 2.440923], [-0.311834, 5.877482, 1.980618], [0.391145, 4.930072, 0.638564], [-1.328274, 6.339026, -0.340339], [-2.528178, 5.845010, 0.876878]],
  "forces_ev_per_a": [[-0.198, -0.015, -0.169], [-0.069, 0.070, -0.057], [0.015, -0.019, 0.017], [0.016, -0.022, -0.019], [0.366, 0.077, 0.348], [-0.028, -0.086, 0.017], [-0.125, 0.636, -0.520], [-0.518, -0.497, -0.592], [-0.003, 0.448, 0.659], [0.435, -0.489, 0.102], [-0.118, 0.043, 0.015], [-0.042, 0.095, -0.081], [-0.178, 0.614, 0.517], [0.049, -0.265, -0.295], [0.229, -0.036, 0.204], [0.058, -0.547, -0.386], [-0.150, 0.109, -0.105], [-0.110, 0.104, -0.133], [0.026, -0.018, 0.022], [-0.059, 0.026, -0.458], [-0.055, 0.405, 0.173], [-0.022, 0.105, 0.077], [-0.166, -0.098, -0.126], [-0.174, 0.056, 0.188], [-0.062, -0.116, 0.171], [0.931, 0.525, -0.212], [0.292, -0.632, 0.274], [-0.243, -0.016, -0.211], [0.222, 0.117, 0.209], [-0.138, -0.184, -0.210], [-0.353, 0.603, 0.354], [-0.244, -0.020, -0.039], [0.066, 0.041, -0.017], [-0.004, 0.076, 0.029], [-0.044, 0.039, 0.030], [-0.076, -0.041, -0.037], [-0.102, -0.057, -0.002], [0.077, -0.034, 0.025], [0.057, -0.060, 0.031], [-0.124, -0.207, -0.042], [0.086, 0.026, -0.019], [0.131, -0.189, -0.138], [-0.052, -0.095, 0.011], [0.122, -0.161, 0.110], [0.042, -0.046, 0.023], [0.077, -0.070, 0.038], [0.040, 0.008, 0.144], [-0.149, 0.150, -0.135], [0.154, -0.093, -0.007], [0.025, -0.138, 0.000], [-0.013, -0.084, 0.128], [0.024, -0.045, 0.130], [0.083, 0.007, -0.037]],
  "relative_energy_kcal_mol": 1.63,
  "charge": 1,
  "homo_lumo_gap_ev": 8.49,
  "smiles": "COCC[NH2+]CC(=O)Nc1ccc(C)c(S(=O)(=O)N2CCCCC2)c1"
}

- Number 1 is which compound?
  C4H12NO3S

- What is the formula in the first record?
  C4H12NO3S

What did the first record say?
{
  "formula": "C4H12NO3S",
  "method": "ωB97M-V/def2-TZVPD",
  "elements": ["C", "N", "C", "C", "S", "C", "O", "H", "H", "H", "H", "H", "H", "H", "H", "H", "H", "O", "H", "H", "O"],
  "coordinates": [[2.117152, -0.604151, -2.213296], [1.614940, 0.672572, -1.743475], [0.669358, 0.620660, -0.556028], [1.231272, -0.136120, 0.631588], [0.084869, -0.046894, 2.072714], [-0.643736, -0.009888, -0.986409], [-1.497776, 0.562014, -1.622143], [1.945300, -1.446769, -1.521022], [3.161213, -0.583070, -2.529280], [1.563403, -0.957750, -3.090225], [2.382807, 1.162425, -1.299508], [0.452682, 1.668533, -0.334718], [2.159369, 0.222907, 1.073049], [1.332393, -1.174144, 0.316841], [-0.858627, -1.036256, -0.655733], [-0.829854, -2.157325, 1.600828], [0.174713, -3.176436, 0.875755], [-0.726524, -2.987141, 1.098633], [-2.264395, 2.985414, 0.116599], [-2.131922, 1.729310, 1.048501], [-2.714824, 2.460777, 0.768440]],
  "forces_ev_per_a": [[-0.773, -1.228, -0.362], [-0.006, 0.504, 1.009], [0.573, -0.130, -0.851], [-0.906, -0.041, 0.916], [-0.407, 0.105, -0.266], [-0.680, 0.039, 0.250], [0.296, 0.241, -0.196], [0.532, 0.342, 0.125], [0.017, 0.199, 0.289], [-0.095, 0.393, -0.211], [0.282, 0.095, -0.424], [0.043, -0.105, 0.180], [0.339, 0.148, -0.792], [0.238, -0.124, 0.210], [0.380, -0.256, 0.068], [0.942, 0.313, -0.097], [0.634, 0.481, 0.274], [-1.493, -0.877, -0.244], [0.519, -0.097, -0.356], [0.075, 0.406, -0.283], [-0.509, -0.407, 0.760]],
  "relative_energy_kcal_mol": 33.32,
  "charge": -1,
  "homo_lumo_gap_ev": 7.03
}